# 1
{"formula": "C3H4N4O", "method": "ωB97M-V with the def2-TZVPD basis set", "elements": ["H", "N", "C", "N", "C", "N", "N", "C", "O", "H", "H", "H"], "positions_angstrom": [[-3.046, 0.748, -0.472], [-2.370, -0.156, -0.268], [-1.351, 0.465, 0.177], [-0.067, -0.148, 0.134], [0.114, -1.537, -0.022], [1.308, -1.828, 0.003], [2.004, -0.621, -0.149], [1.202, 0.308, -0.108], [1.662, 1.572, 0.016], [-1.308, 1.593, 0.498], [-0.882, -2.002, 0.553], [2.735, 1.604, -0.363]], "forces_ev_per_angstrom": [[1.20, -3.30, 1.15], [-1.29, 4.00, -0.59], [1.04, 1.90, -0.78], [-0.99, 0.43, -0.89], [-7.20, 0.65, 4.54], [3.59, -1.10, -1.19], [3.22, -4.04, -0.69], [-0.78, 3.44, 1.85], [2.97, 0.84, -2.04], [0.05, -2.17, -0.65], [2.96, -0.02, -2.42], [-4.76, -0.63, 1.70]], "e_homo_ha": -0.369, "relative_energy_ev": 3.8357, "lumo_energy_ha": 0.0116, "gap_ev": 10.3}


# 2
{"formula": "C36H52INO3PRbS2Si4", "method": "ωB97M-V with the def2-TZVPD basis set", "elements": ["Rb", "I", "C", "C", "C", "C", "C", "C", "C", "C", "C", "P", "C", "C", "C", "C", "C", "C", "C", "C", "C", "C", "C", "C", "C", "H", "H", "H", "H", "H", "H", "H", "H", "H", "H", "H", "H", "H", "H", "H", "H", "C", "C", "C", "C", "C", "N", "H", "H", "H", "H", "H", "H", "H", "H", "H", "O", "S", "O", "O", "S", "C", "Si", "C", "C", "Si", "Si", "C", "C", "C", "Si", "C", "C", "C", "H", "H", "H", "H", "H", "H", "H", "H", "H", "H", "H", "H", "H", "H", "H", "H", "H", "H", "H", "H", "H", "H", "H", "H", "H", "H", "H"], "positions_angstrom": [[-0.939, -0.206, -1.739], [-1.297, 1.995, 1.590], [-0.799, 1.293, 3.497], [-0.189, 2.235, 4.279], [0.065, 2.012, 5.644], [-0.370, 0.860, 6.219], [-1.003, -0.140, 5.443], [-1.486, -1.295, 6.103], [-2.096, -2.292, 5.409], [-2.156, -2.203, 4.007], [-1.674, -1.127, 3.308], [-1.509, -1.336, 1.477], [-3.226, -1.652, 0.908], [-3.850, -0.654, 0.164], [-5.081, -0.874, -0.436], [-5.715, -2.094, -0.282], [-5.118, -3.089, 0.482], [-3.882, -2.873, 1.065], [-0.764, -3.004, 1.331], [0.126, -3.525, 2.268], [0.809, -4.707, 2.012], [0.617, -5.377, 0.812], [-0.249, -4.850, -0.138], [-0.932, -3.669, 0.111], [-1.162, 0.009, 4.031], [0.086, 3.183, 3.839], [0.566, 2.775, 6.226], [-0.242, 0.682, 7.281], [-1.363, -1.357, 7.179], [-2.484, -3.167, 5.914], [-2.550, -3.046, 3.453], [-3.359, 0.301, 0.015], [-5.508, -0.116, -1.074], [-6.649, -2.287, -0.794], [-5.599, -4.055, 0.584], [-3.399, -3.684, 1.597], [0.303, -3.001, 3.201], [1.502, -5.095, 2.749], [1.157, -6.294, 0.608], [-0.390, -5.340, -1.093], [-1.576, -3.275, -0.671], [-5.646, 2.070, -3.246], [-4.317, 2.769, -3.541], [-4.503, 4.295, -3.547], [-3.732, 2.286, -4.874], [-3.352, 2.472, -2.464], [-2.611, 2.335, -1.595], [-6.339, 2.286, -4.062], [-6.080, 2.434, -2.311], [-5.491, 0.990, -3.194], [-5.214, 4.558, -4.333], [-3.558, 4.802, -3.748], [-4.891, 4.648, -2.590], [-4.439, 2.532, -5.671], [-3.583, 1.202, -4.852], [-2.781, 2.781, -5.081], [-2.365, -3.080, -4.952], [-2.429, -2.016, -3.961], [-2.123, -2.511, -2.588], [-1.513, -0.890, -4.268], [-4.326, -1.243, -3.895], [3.789, 4.347, -1.166], [3.941, 2.574, -1.836], [3.582, 2.749, -3.691], [5.806, 2.197, -1.765], [2.425, 1.135, -0.807], [3.129, 1.270, 1.411], [2.579, 2.916, 2.198], [4.949, 1.199, 1.965], [2.295, -0.135, 2.383], [3.412, -0.911, -1.384], [5.035, -1.443, -0.539], [2.223, -2.339, -1.018], [3.790, -1.038, -3.238], [4.369, 5.044, -1.782], [4.150, 4.425, -0.136], [2.744, 4.668, -1.175], [4.220, 3.522, -4.136], [2.538, 3.030, -3.856], [3.755, 1.812, -4.227], [6.376, 2.963, -2.304], [6.019, 1.228, -2.228], [6.173, 2.156, -0.736], [3.259, 3.706, 1.864], [2.619, 2.875, 3.292], [1.570, 3.201, 1.892], [5.533, 2.018, 1.533], [5.444, 0.262, 1.708], [4.973, 1.313, 3.056], [1.240, -0.226, 2.104], [2.353, 0.005, 3.469], [2.776, -1.087, 2.135], [4.866, -1.661, 0.519], [5.806, -0.670, -0.602], [5.415, -2.355, -1.012], [1.849, -2.311, 0.011], [2.711, -3.309, -1.167], [1.355, -2.317, -1.686], [4.613, -0.373, -3.517], [2.919, -0.764, -3.840], [4.074, -2.061, -3.504]], "forces_ev_per_angstrom": [[0.28, 0.26, 0.07], [-0.12, 0.10, -0.07], [-0.02, -0.13, -0.01], [0.02, 0.04, 0.03], [0.02, 0.03, -0.02], [0.01, 0.00, 0.03], [-0.01, 0.00, -0.01], [0.02, 0.03, 0.01], [-0.02, -0.03, -0.02], [-0.05, -0.11, 0.04], [0.01, 0.13, -0.03], [0.01, -0.06, -0.17], [0.02, -0.03, 0.06], [-0.01, 0.03, -0.01], [0.01, -0.05, 0.04], [0.02, -0.02, 0.06], [-0.05, 0.02, -0.04], [0.02, -0.05, 0.02], [-0.02, -0.01, 0.02], [0.03, 0.03, 0.03], [0.00, 0.00, -0.02], [-0.01, 0.01, -0.01], [0.01, -0.02, 0.03], [-0.01, -0.02, 0.05], [0.00, -0.05, 0.09], [0.00, -0.01, 0.02], [0.00, -0.01, 0.00], [0.00, 0.00, 0.00], [0.00, 0.00, 0.00], [0.00, 0.00, -0.01], [0.03, 0.04, 0.05], [0.01, 0.00, 0.00], [-0.02, 0.04, -0.02], [0.00, 0.00, -0.01], [0.00, -0.01, 0.00], [0.00, 0.00, -0.04], [-0.01, -0.02, -0.02], [0.00, 0.00, 0.00], [0.00, 0.01, 0.00], [0.00, 0.01, 0.00], [-0.02, 0.01, 0.01], [0.01, -0.05, 0.03], [0.12, 0.15, -0.07], [0.00, -0.04, -0.02], [0.02, -0.08, 0.04], [-0.05, -0.01, 0.15], [-0.08, 0.00, -0.03], [0.00, 0.00, 0.01], [0.01, -0.02, 0.00], [0.00, 0.01, -0.03], [0.01, 0.00, 0.01], [-0.01, 0.01, -0.01], [-0.01, 0.00, -0.01], [0.01, -0.01, 0.01], [0.00, 0.01, -0.02], [-0.01, -0.01, 0.00], [0.02, -0.02, -0.01], [-0.24, -0.02, 0.07], [0.01, -0.10, -0.04], [-0.03, -0.02, -0.19], [0.02, 0.01, -0.03], [-0.01, 0.02, 0.02], [0.05, 0.02, 0.00], [-0.04, 0.01, -0.02], [0.02, -0.03, -0.01], [0.06, 0.00, -0.07], [-0.09, -0.01, 0.09], [0.01, 0.05, -0.05], [0.01, 0.04, 0.03], [0.00, -0.04, 0.00], [0.02, -0.07, 0.05], [0.01, 0.02, 0.00], [-0.01, 0.00, -0.02], [-0.01, 0.08, -0.03], [0.00, -0.01, 0.02], [-0.01, -0.02, -0.04], [0.03, 0.00, 0.01], [0.00, -0.02, -0.01], [0.03, 0.00, 0.01], [0.00, 0.01, 0.02], [0.00, -0.01, 0.01], [0.01, 0.03, 0.02], [-0.03, 0.00, -0.02], [-0.05, 0.00, 0.04], [0.03, -0.02, -0.01], [0.03, -0.02, 0.01], [-0.03, -0.01, 0.00], [-0.01, -0.02, -0.03], [0.05, -0.02, -0.02], [0.03, 0.01, 0.00], [0.01, 0.01, -0.02], [-0.03, 0.01, 0.02], [0.00, 0.00, 0.00], [-0.02, -0.02, -0.01], [0.00, 0.01, 0.01], [0.01, 0.01, -0.02], [-0.01, 0.01, 0.00], [0.01, -0.01, 0.02], [-0.02, -0.03, -0.01], [0.02, -0.01, 0.02], [0.00, 0.00, 0.02]], "e_homo_ha": -0.058, "relative_energy_ev": 0.2154, "lumo_energy_ha": 0.1318, "gap_ev": 5.2, "total_charge": -2}


# 3
{"formula": "CH7NO3P", "method": "ωB97M-V with the def2-TZVPD basis set", "elements": ["C", "N", "O", "O", "O", "P", "H", "H", "H", "H", "H", "H", "H"], "positions_angstrom": [[-0.907, -0.395, -0.293], [-0.404, 0.677, 0.562], [2.156, 0.542, 0.540], [4.729, 0.803, -0.159], [3.365, -1.273, -0.877], [3.409, 0.150, -0.154], [-1.960, -0.342, -0.388], [-0.506, -0.227, -1.253], [-0.570, -1.343, 0.038], [-0.752, 1.503, -0.058], [0.615, 0.671, 0.636], [-0.639, 0.862, 1.505], [4.013, -1.161, -1.612]], "forces_ev_per_angstrom": [[-0.09, -0.92, 0.71], [-0.89, 3.10, -2.82], [1.68, -0.70, -0.95], [-1.80, -0.60, -0.24], [-0.07, 1.78, -0.27], [1.00, 0.24, 1.07], [-1.02, -0.10, 0.22], [0.62, 0.23, -1.13], [0.08, -0.93, 0.45], [1.32, -0.91, 2.11], [0.82, 0.04, -0.77], [-1.56, -0.45, 1.27], [-0.09, -0.77, 0.36]], "e_homo_ha": -0.591, "relative_energy_ev": 1.2296, "lumo_energy_ha": -0.1625, "gap_ev": 11.7, "total_charge": 1}